The following is a quantum chemistry calculation of a cluster of 7 separate species, C50H79F6I2N2O19PS6 in total at a distorted geometry, from the Open Molecules 2025 dataset.

Cartesian coordinates (Å):
H 1.144 1.464 11.474
C 2.019 -12.473 -9.682
H 0.822 2.014 15.269
C 2.025 -0.322 1.404
C 1.934 1.444 13.507
C 1.094 2.229 -2.675
H 2.445 -3.306 3.756
O 1.857 -5.084 -4.693
H 3.734 2.458 -3.920
H 0.162 -0.768 3.482
H -7.718 0.078 -0.945
C 2.149 -11.273 -12.052
H 1.101 -6.517 -6.508
C 1.723 4.737 -2.922
H -1.358 -1.907 -3.696
H 3.036 7.607 0.460
H 2.016 0.405 13.843
C -2.930 3.304 -1.817
C 2.174 1.341 1.297
C 2.774 -13.240 -10.767
S -6.358 2.022 -1.177
C -2.271 2.905 8.714
C -0.256 4.735 4.249
C 0.586 -1.331 -2.657
C 0.631 3.323 4.133
H 2.376 4.459 3.206
H -0.777 -0.167 -4.125
O 0.931 1.795 -3.927
H 3.987 4.381 -2.351
F 3.062 -3.309 -2.609
C 1.658 2.394 14.671
O -0.025 -11.056 -10.581
H -1.189 -5.904 -6.837
C 1.889 3.567 -0.699
H 0.972 3.884 1.947
C 1.662 3.567 2.861
H -3.344 2.761 8.577
H 2.887 1.712 13.035
O 2.081 -9.846 -9.846
H 2.408 8.350 1.965
H -1.951 0.783 8.946
C 1.066 -5.019 -3.607
H 2.890 3.423 -5.321
O -0.321 -4.572 -3.810
S -1.465 3.040 7.131
C 2.311 9.666 0.243
N 1.178 3.610 -2.067
C -0.097 1.883 9.091
H 0.895 2.876 7.422
H 2.088 -13.925 -11.280
C -0.898 -0.918 -3.211
O -1.159 3.229 13.198
H -1.154 4.550 5.013
H -9.286 3.954 -0.354
O 0.132 7.047 1.746
H 4.752 3.678 -4.956
C -1.965 -0.426 -2.072
C 0.860 -7.173 -8.577
C -0.439 2.163 3.677
C 1.282 3.725 14.036
C 0.046 2.214 7.606
H 3.579 -13.844 -10.336
O -2.272 -6.368 -9.165
H 1.040 -0.432 4.947
H 0.591 -2.497 -2.508
C -7.179 3.415 -0.431
H -1.627 -0.582 -0.963
H -0.300 1.252 4.399
C 2.290 8.285 0.880
O 0.123 -3.297 0.448
H 3.699 2.770 2.226
I 0.445 5.171 -4.700
H 0.751 -8.237 -6.704
H 1.351 -1.122 -3.549
H 0.466 0.981 9.351
H 2.159 4.219 13.608
H 0.769 4.399 14.724
S 0.198 3.281 12.694
H 2.527 2.494 15.328
O 0.561 4.056 11.525
H -1.791 1.695 10.458
S 1.416 -10.979 -10.454
H -0.490 9.332 -0.694
S -1.728 -7.521 -8.478
C -0.119 9.268 0.333
O 0.667 6.993 -0.734
H -9.922 1.640 -1.389
C -8.609 3.327 -0.942
H 2.841 1.744 3.554
H -1.413 -7.526 -6.115
C 3.317 4.612 -3.295
C 1.128 -0.464 -1.378
O -2.512 -8.713 -8.223
O 2.501 4.608 -0.068
O 2.863 -2.768 3.015
H 1.196 3.106 5.137
H 0.305 2.707 9.693
H -3.026 3.380 -2.998
H -9.138 1.570 0.193
O -1.183 4.437 6.868
H -1.973 1.524 -3.446
H -3.602 1.124 -2.586
C -7.829 1.044 -1.443
C 1.377 -2.863 0.143
H -0.030 0.926 12.714
C 1.694 -5.479 -2.128
H 0.967 10.580 1.661
C -2.417 1.117 -2.442
C -1.588 1.721 9.383
H -0.778 4.926 3.192
H 3.154 10.263 0.604
O -5.838 2.431 -2.465
C -0.981 -6.971 -6.951
C 2.838 -4.425 -1.615
H -6.678 4.342 -0.716
H 1.174 -13.049 -9.296
O -2.170 2.201 6.184
H 1.862 -7.560 -8.780
C 3.678 3.521 -4.462
O -2.131 2.106 -1.392
F 2.654 -5.058 0.849
O -5.531 1.376 -0.177
H -1.534 2.585 3.887
N 0.930 -1.069 4.125
H 0.793 11.221 0.025
I 3.988 6.590 -4.027
H -0.768 -4.309 -2.952
F 0.621 -5.773 -1.151
H 0.404 5.664 4.535
C 2.647 -3.875 -0.083
C 0.970 10.306 0.599
H -8.657 3.662 -1.985
C 0.797 1.609 12.500
C 1.517 -1.198 0.073
H 1.622 5.723 -2.257
H 2.463 -10.328 -12.499
H 0.141 1.308 7.002
C -0.210 -7.993 -9.282
H -4.054 3.247 -1.424
H 1.396 -11.757 -12.681
H 2.681 -12.187 -8.860
H -2.952 -1.085 -2.203
C 1.833 2.023 -0.154
C -8.988 1.849 -0.858
H 0.822 -6.132 -8.920
F 4.140 -5.192 -1.618
C 3.309 -12.215 -11.765
H -7.948 0.897 -2.520
H -7.140 3.284 0.655
H -0.950 9.367 1.036
F 3.894 -3.080 0.227
C 1.317 1.163 -1.451
H 2.400 9.577 -0.846
H -0.292 1.887 2.530
S 0.651 7.671 0.545
C 2.649 2.298 2.540
H -2.422 4.320 -1.476
H 3.676 -12.691 -12.679
C 0.517 -7.237 -7.089
H 4.141 -11.660 -11.315
F 2.370 -6.802 -2.405
H -0.274 -7.787 -10.352
P 2.438 -1.083 3.111
H -0.061 -9.064 -9.112
H -2.082 3.831 9.266

orbital gap: 0.244 Ha
E_HOMO: -8.2 eV
SMILES: COCCCCc1c2c(c(CCC(C)C)c(P(N)O)c1C(=O)C(F)(F)C(F)(F)C(F)(F)C(=O)O)C(=O)N([C@H](I)[C@@H](C)I)C2=O.O=S1(=O)CCCC1.O=S1(=O)CCCC1.O=S1(=O)CCCC1.O=S1(=O)CCCC1.O=S1(=O)CCCC1.O=S1(=O)CCCC1
LUMO level: -1.608 eV
maximum force: 9.47 eV/A
E: -201796.5322 eV

Mulliken atomic charge list, values in e, 6 entries: atom 1 (H): 0.0563, atom 2 (C): -0.7167, atom 3 (H): 0.2904, atom 4 (C): 0.1206, atom 5 (C): -0.8192, atom 6 (C): 0.1814